Below is 2 unconnected molecules or ions with the total composition C4H11N2O in a non-equilibrium geometry, with properties calculated with wB97M-V/def2-TZVPD.

Element x y z (Å)
C  -1.85  -0.08  -0.22
C  0.99  1.16  -1.22
C  1.20  -1.55  -0.05
C  0.59  0.78  0.19
N  -2.04  -1.09  0.49
N  0.05  1.60  1.07
O  0.80  -0.41  0.71
H  -2.69  0.62  -0.11
H  1.96  0.73  -1.47
H  0.33  0.66  -1.98
H  1.03  2.28  -1.27
H  1.24  -2.30  0.72
H  2.27  -1.52  -0.37
H  0.52  -1.60  -0.87
H  -2.87  -1.28  1.01
H  -0.21  1.06  1.89
H  -1.29  -1.67  0.57
H  -0.04  2.61  0.92

Summary:
Strongest force on any atom = 3.54 eV/A
Relative energy (zero: lowest compared OMol25 entry of this formula, charge and spin) = 92.0 kcal per mole
HOMO energy = -12.42 eV
LUMO level = -3.3 eV
Frontier orbital gap = 9.2 eV
Charge = +1

---

Below is a gas-phase ion, C4H11N2O (charge +1) in a non-equilibrium geometry, with properties calculated with wB97M-V/def2-TZVPD.

Element x y z (Å)
C  -2.53  -0.14  0.21
O  -1.18  -0.17  0.61
C  -0.33  0.12  -0.48
C  0.84  1.27  0.37
N  2.01  0.50  0.24
C  1.66  -0.79  0.54
N  0.59  -1.02  -0.64
H  -2.75  -1.04  -0.22
H  -2.68  0.68  -0.42
H  -3.04  0.00  1.17
H  -0.79  0.42  -1.48
H  0.99  2.26  -0.06
H  0.37  1.41  1.36
H  2.74  0.60  -0.44
H  2.43  -1.57  0.41
H  1.13  -0.97  1.41
H  1.12  -0.90  -1.53
H  0.00  -1.89  -0.91

Summary:
Strongest force on any atom = 4.01 eV/A
Relative energy (zero: lowest compared OMol25 entry of this formula, charge and spin) = 86.5 kcal per mole
HOMO energy = -13.74 eV
LUMO level = -3.3 eV
Frontier orbital gap = 10.4 eV
Charge = +1

---

Below is a gas-phase ion, C4H11N2O (charge +1) in a non-equilibrium geometry, with properties calculated with wB97M-V/def2-TZVPD.

Element x y z (Å)
N  0.05  1.67  -1.29
C  0.81  1.30  0.01
C  1.17  -0.21  -0.01
N  0.04  -0.93  -0.62
C  -0.87  -1.61  0.37
C  -1.22  -0.84  1.61
O  -1.52  0.33  1.58
H  -0.83  2.06  -0.95
H  0.59  2.22  -1.94
H  -0.13  0.74  -1.72
H  0.09  1.68  0.72
H  1.67  1.97  0.08
H  2.08  -0.28  -0.62
H  1.39  -0.54  1.00
H  0.36  -1.71  -1.18
H  -0.46  -2.61  0.53
H  -1.83  -1.84  -0.14
H  -1.40  -1.39  2.55

Summary:
Strongest force on any atom = 1.87 eV/A
Relative energy (zero: lowest compared OMol25 entry of this formula, charge and spin) = 50.6 kcal per mole
HOMO energy = -13.90 eV
LUMO level = -3.3 eV
Frontier orbital gap = 10.6 eV
Charge = +1

---

Below is 2 unconnected molecules or ions with the total composition C4H11N2O in a non-equilibrium geometry, with properties calculated with wB97M-V/def2-TZVPD.

Element x y z (Å)
C  2.51  -0.35  -0.33
C  -0.52  1.72  0.41
C  -0.56  -0.86  0.66
C  -0.60  0.36  -0.16
N  1.56  0.20  -0.83
N  -0.99  0.25  -1.39
O  2.55  -0.74  0.93
H  3.47  -0.59  -0.87
H  -1.44  1.92  0.98
H  -0.28  2.53  -0.31
H  0.32  1.62  1.26
H  -1.61  -1.28  0.61
H  0.01  -1.70  0.44
H  -0.47  -0.66  1.66
H  1.51  0.22  -1.88
H  -1.34  1.18  -1.82
H  -1.32  -0.59  -1.79
H  1.87  -0.85  1.60

Summary:
2S+1 = 3
Strongest force on any atom = 6.64 eV/A
Relative energy (zero: lowest compared OMol25 entry of this formula, charge and spin) = 43.8 kcal per mole
HOMO energy (spin up / spin down) = -9.72 / -15.28 eV
LUMO level (spin up / spin down) = -3.1 / -8.7 eV
Frontier orbital gap (spin up / spin down) = 6.6 / 6.6 eV
Charge = +1